Formula: C23H16ClN3O2S
Source: OMol25
Level of theory: ωB97M-V with the def2-TZVPD basis set

Cartesian coordinates (Å):
N (-0.01, -7.27, -0.11)
C (-0.57, -6.24, -0.32)
C (-1.36, -5.07, -0.53)
C (-0.92, -4.39, -1.80)
O (-1.54, -4.44, -2.84)
N (0.15, -3.52, -1.83)
C (0.38, -2.65, -0.71)
C (-0.35, -1.38, -1.08)
C (0.33, -0.19, -1.24)
C (-0.32, 1.14, -1.31)
C (-1.65, 1.37, -1.30)
C (-1.76, 2.80, -1.25)
C (-0.48, 3.35, -1.28)
C (-0.07, 4.77, -1.28)
C (1.30, 5.01, -1.47)
C (1.77, 6.33, -1.44)
C (0.92, 7.39, -1.16)
Cl (1.52, 8.98, -0.84)
C (-0.47, 7.19, -1.09)
C (-0.97, 5.87, -1.15)
O (0.43, 2.33, -1.32)
N (-0.17, -3.14, 0.56)
C (0.45, -2.81, 1.80)
C (0.81, -3.79, 2.77)
C (1.29, -3.43, 4.03)
C (1.46, -2.07, 4.33)
C (1.14, -1.08, 3.39)
C (0.65, -1.45, 2.12)
C (-1.15, -4.11, 0.62)
S (-2.26, -4.13, 1.88)
H (-2.40, -5.39, -0.64)
H (0.16, -3.01, -2.68)
H (1.47, -2.50, -0.66)
H (-1.45, -1.47, -1.04)
H (1.42, -0.19, -1.23)
H (-2.45, 0.66, -1.34)
H (-2.69, 3.41, -1.13)
H (2.02, 4.26, -1.71)
H (2.82, 6.56, -1.57)
H (-1.09, 8.04, -0.84)
H (-2.03, 5.73, -0.97)
H (0.68, -4.84, 2.51)
H (1.48, -4.19, 4.75)
H (1.85, -1.75, 5.30)
H (1.29, -0.05, 3.66)
H (0.37, -0.67, 1.42)

## Properties
* ΔE to the lowest compared entry with this formula, charge and spin: 0.575 eV
* Kohn-Sham gap: 7.40 eV
* highest occupied orbital energy: -0.299 Eh
* max |F|: 5.98 eV Å⁻¹
* spin multiplicity: 1

Löwdin atomic charge list, values in e, 4 entries:
1 N 0.183
2 C -0.166
3 C -0.233
4 C -0.434